Entry 1:
{"formula": "C16H39FeN6O2S4SbSi4Te", "method": "the ωB97M-V functional and the def2-TZVPD basis", "elements": ["Fe", "N", "N", "C", "N", "N", "N", "O", "O", "H", "H", "H", "H", "H", "S", "Sb", "S", "S", "S", "C", "Si", "C", "C", "Si", "Te", "Si", "C", "C", "C", "Si", "C", "C", "C", "H", "H", "H", "H", "H", "H", "H", "H", "H", "H", "H", "H", "H", "H", "H", "H", "H", "H", "H", "H", "H", "H", "H", "H", "H", "H", "H", "C", "C", "C", "C", "N", "C", "C", "H", "H", "H", "H", "H", "H", "H"], "positions_angstrom": [[-3.845004, -0.274333, 0.284394], [-3.375696, -0.169887, 2.438131], [-3.237227, 1.200732, 2.811628], [-2.581915, 1.882576, 1.826697], [-2.310222, 3.123636, 2.136360], [-2.501517, 1.284763, 0.647003], [-1.596973, 1.935649, -0.300690], [-0.559900, 2.414834, 0.224498], [-1.776469, 1.896959, -1.524368], [-4.173239, -0.612167, 2.856495], [-2.585643, -0.774381, 2.785961], [-2.840789, 1.259190, 3.774303], [-2.426610, 3.363614, 3.102652], [-1.907150, 3.806948, 1.494139], [-5.386993, -3.110328, 1.749988], [-3.491978, -3.692567, 0.333675], [-2.757740, -1.570083, -0.909282], [0.632207, -2.855391, 0.784386], [-4.897378, -4.286843, -1.530619], [2.917471, 2.194222, -0.594032], [3.149035, 0.665506, -1.669470], [1.886742, 0.782661, -3.071813], [4.954546, 0.819133, -2.372227], [2.899640, -1.310770, -0.481320], [0.493698, -1.613895, -1.138359], [4.074194, -3.137384, -1.310634], [4.162140, -3.050445, -3.214672], [5.904306, -3.146297, -0.750389], [3.273203, -4.747566, -0.769001], [3.003993, -0.686735, 1.770222], [4.624696, 0.273310, 1.909246], [1.465876, 0.140261, 2.434467], [3.392492, -2.273207, 2.707273], [3.372595, 2.128564, 0.423179], [1.844898, 2.436430, -0.434334], [3.329363, 3.043439, -1.147150], [2.293137, 1.705194, -3.581992], [0.822911, 0.887019, -2.752071], [1.979585, -0.094924, -3.735398], [5.090755, 1.862935, -2.686939], [5.188262, 0.147124, -3.227059], [5.698838, 0.630827, -1.599123], [4.930833, -2.351214, -3.519092], [3.172658, -2.914771, -3.723579], [4.513864, -4.065311, -3.534921], [6.507547, -2.755523, -1.544430], [6.227954, -4.192771, -0.474869], [6.105385, -2.593466, 0.228833], [3.128988, -4.778876, 0.324002], [4.003675, -5.495574, -1.155987], [2.289447, -4.835554, -1.371618], [4.448185, 1.255447, 2.449844], [5.075031, 0.484706, 0.975677], [5.388630, -0.341122, 2.467545], [0.941607, 0.870570, 1.824193], [1.823478, 0.779598, 3.293337], [0.738213, -0.593476, 2.764896], [4.331271, -2.706126, 2.337923], [2.631942, -3.054933, 2.693757], [3.571154, -1.954069, 3.734699], [-8.097151, 4.044986, -0.237691], [-7.057742, 3.006317, -0.308135], [-5.905150, 3.175764, -1.066485], [-4.943080, 2.201080, -1.174975], [-5.112139, 0.975561, -0.577848], [-6.253581, 0.794219, 0.131901], [-7.198798, 1.771994, 0.372235], [-8.048429, 4.694656, -1.090708], [-8.106830, 4.705672, 0.657883], [-9.049483, 3.581505, -0.206968], [-5.708751, 4.080912, -1.619938], [-4.074806, 2.421467, -1.822732], [-6.409273, -0.186675, 0.500469], [-8.066787, 1.496663, 0.979019]], "atomic_forces_ev_per_a": [[0.5, -1.1, 0.7], [0.8, -1.1, 0.7], [0.3, -1.9, 1.4], [-0.2, -0.7, -1.7], [0.8, 2.1, 0.3], [1.3, 1.7, -0.9], [1.5, 0.4, -0.1], [-1.8, -0.5, -1.1], [-0.4, -0.3, 3.0], [-1.1, -0.1, 0.3], [-0.6, 0.9, -0.9], [-0.3, 0.5, -1.2], [0.0, 0.4, 0.0], [0.0, -0.8, 0.4], [0.6, 1.2, 0.3], [-1.6, -0.3, -1.2], [0.6, -1.0, -0.7], [-0.4, -1.1, 1.5], [0.8, -0.2, 0.7], [-0.6, 0.4, 0.7], [0.7, -0.9, 0.1], [0.6, 0.7, -0.3], [-0.5, 0.3, -0.5], [-0.8, 0.6, -0.4], [0.5, 0.7, -0.8], [-0.1, 0.5, 0.3], [-0.6, -1.5, 0.0], [-0.1, -0.8, 2.2], [-0.5, 0.0, -1.4], [-0.2, -1.8, -1.4], [0.1, 0.6, 2.3], [0.6, 1.4, 1.2], [0.2, 0.1, 0.5], [-0.1, 0.1, -0.9], [0.5, -0.3, -0.1], [0.2, 0.2, 0.2], [-0.9, -0.7, 0.0], [0.9, 0.1, -0.2], [0.0, 0.4, 0.1], [0.2, -0.1, -0.2], [-0.3, 0.4, 0.5], [-0.1, -0.1, 0.2], [-0.1, 0.4, -0.2], [0.9, 0.3, 0.5], [-0.1, 0.6, 0.1], [0.6, 0.3, -0.3], [-0.2, 0.8, -0.7], [-0.4, -0.3, -1.4], [-0.1, -0.2, -0.7], [-0.6, 0.0, 0.5], [1.4, 0.0, 1.3], [0.5, -1.0, -0.5], [0.3, 0.4, -1.1], [-0.8, 0.7, -0.2], [0.1, -0.2, -0.6], [-0.4, -0.7, -0.2], [0.1, -0.2, 0.1], [-0.1, 0.1, 0.0], [-0.1, 0.3, -0.1], [0.1, -0.2, 0.4], [-0.2, 1.1, 0.8], [0.5, -1.3, 1.1], [0.0, 0.2, -0.1], [-0.2, -1.3, 0.3], [-1.4, 2.1, -0.6], [0.6, 0.9, -0.6], [-0.1, 0.8, -0.9], [0.0, 0.3, -0.5], [0.5, -0.5, -0.3], [-1.1, -0.5, -0.2], [-0.3, 0.3, 0.0], [-0.3, -0.8, 0.7], [0.0, -1.1, 0.5], [0.2, 0.4, -0.3]], "spin_multiplicity": 5, "e_lumo_ha": [0.1176, 0.1175], "e_tot_ev": -153328.9551, "relative_energy_ev": 1.7916, "charge": -2, "homo_ev": [-0.24, -0.22], "s2": 6.0395}

Entry 2:
{"formula": "C4H7NO", "method": "the ωB97M-V functional and the def2-TZVPD basis", "elements": ["C", "C", "O", "N", "C", "C", "H", "H", "H", "H", "H", "H", "H"], "positions_angstrom": [[-1.456086, 1.021845, -0.802191], [-0.026572, 0.641700, -0.517064], [0.914544, 0.931148, -1.216435], [0.141820, -0.117336, 0.656515], [1.432082, -0.753909, 0.971300], [0.527222, -1.841388, 0.521950], [-1.521659, 1.393154, -1.825428], [-2.111045, 0.153448, -0.679381], [-1.788405, 1.805774, -0.113437], [1.694910, -0.665337, 2.026732], [2.192950, -0.332498, 0.312348], [-0.653137, -0.330797, 1.237859], [0.653376, -1.905805, -0.572768]], "atomic_forces_ev_per_a": [[-0.1, 0.0, -0.1], [0.2, 0.0, -0.2], [-0.4, -0.1, 0.3], [-0.1, -0.1, -0.2], [0.1, 0.0, 0.1], [0.3, 0.0, -0.3], [0.0, 0.0, 0.2], [0.1, 0.1, 0.0], [0.1, -0.1, -0.1], [-0.1, -0.1, -0.1], [-0.1, -0.1, 0.1], [0.0, 0.4, 0.1], [0.1, 0.0, 0.1]], "e_lumo_ha": 0.0287, "e_tot_ev": -7795.5911, "relative_energy_ev": 4.0533, "homo_ev": -8.31}

Entry 3:
{"formula": "C15H15GdNO3", "method": "the ωB97M-V functional and the def2-TZVPD basis", "elements": ["C", "C", "C", "C", "C", "Gd", "C", "C", "C", "N", "H", "H", "H", "H", "H", "H", "H", "H", "H", "H", "O", "C", "C", "C", "C", "C", "C", "C", "O", "O", "H", "H", "H", "H", "H"], "positions_angstrom": [[2.071040, 3.289733, 0.119478], [2.106832, 2.994531, -1.290758], [2.782675, 1.724463, -1.463903], [3.166268, 1.254696, -0.141744], [2.725975, 2.228057, 0.823423], [0.676781, 1.064987, -0.386409], [-1.021172, 2.161959, -1.979273], [-1.211041, 2.825869, -0.693928], [-1.413577, 4.234832, -0.623439], [-0.830878, 2.356655, 0.536253], [2.953732, 1.222230, -2.411872], [1.713312, 3.629696, -2.081910], [3.672645, 0.327128, 0.078950], [2.893659, 2.200077, 1.891496], [1.645035, 4.181920, 0.562783], [-0.316715, 2.537489, -2.766996], [-1.208326, 2.737355, 1.389979], [-1.629673, 1.326488, -2.356611], [-1.562920, 4.862081, -1.466285], [-1.351488, 4.665096, 0.359504], [-3.043508, -2.341157, 0.195247], [-2.106585, -3.210480, 0.616401], [-2.455593, -4.497684, 1.019906], [-1.437389, -5.374960, 1.370222], [-0.085018, -4.995061, 1.336641], [0.279497, -3.705883, 0.969772], [-0.724121, -2.839492, 0.597361], [-0.340693, -1.476148, 0.281525], [0.891288, -1.119514, 0.424980], [-1.167528, -0.589121, -0.166398], [-2.487145, -1.480110, -0.021062], [-3.497596, -4.785704, 1.063995], [-1.687158, -6.381847, 1.722470], [0.703056, -5.701727, 1.581349], [1.296328, -3.326454, 0.908852]], "atomic_forces_ev_per_a": [[1.0, -0.8, -0.9], [1.2, -0.5, 0.9], [1.0, 1.2, 1.3], [0.3, 1.6, -0.7], [0.2, 0.2, -1.6], [-2.9, -0.6, 0.1], [1.6, -1.7, -0.7], [-0.3, 6.0, 0.6], [0.1, -2.4, -0.6], [-0.4, -3.0, 0.7], [0.0, 0.0, 0.2], [0.0, -0.3, 0.3], [0.0, 0.0, 0.0], [-0.1, -0.2, -0.1], [-0.1, -0.2, -0.1], [-1.1, 0.4, 0.9], [-0.1, 0.6, -0.5], [0.1, 0.3, 0.6], [-0.5, 0.3, -0.7], [0.1, 0.4, 0.2], [1.2, 0.8, 0.1], [0.6, 0.4, -0.5], [0.4, 0.0, 0.1], [0.4, -0.1, 0.3], [0.2, -0.2, 0.0], [-0.5, -0.8, -0.1], [-1.4, 0.0, 0.3], [1.4, 2.7, -0.8], [-1.0, -1.3, 0.2], [0.0, -2.1, 0.5], [-0.9, -0.8, 0.1], [0.0, 0.0, 0.0], [0.0, 0.3, -0.2], [-0.2, -0.1, 0.1], [-0.2, -0.3, 0.2]], "spin_multiplicity": 8, "e_lumo_ha": [0.1007, 0.1007], "e_tot_ev": -44266.0357, "charge": -1, "homo_ev": [-3.06, -2.87], "s2": 16.1094}

Entry 4:
{"formula": "C20H56BO28", "method": "the ωB97M-V functional and the def2-TZVPD basis", "elements": ["O", "C", "O", "B", "O", "C", "O", "O", "C", "O", "C", "O", "O", "O", "H", "H", "O", "H", "H", "O", "H", "H", "O", "H", "H", "C", "C", "O", "O", "H", "H", "H", "H", "H", "H", "C", "C", "O", "O", "H", "H", "H", "H", "H", "H", "C", "C", "O", "O", "H", "H", "H", "H", "H", "H", "C", "C", "O", "O", "H", "H", "H", "H", "H", "H", "C", "C", "O", "O", "H", "H", "H", "H", "H", "H", "C", "C", "O", "O", "H", "H", "H", "H", "H", "H", "C", "C", "O", "O", "H", "H", "H", "H", "H", "H", "C", "C", "O", "O", "H", "H", "H", "H", "H", "H"], "positions_angstrom": [[3.783250, -2.310644, 14.773592], [3.906160, -2.438441, 15.951806], [2.958198, -2.835721, 16.791070], [3.497373, -3.002888, 18.145783], [4.838145, -2.370868, 18.070054], [5.175576, -2.146189, 16.797752], [6.235079, -1.758877, 16.423496], [3.628824, -4.423700, 18.593339], [3.131030, -4.536995, 19.808255], [2.946562, -5.540689, 20.437817], [2.513075, -3.173956, 20.192176], [2.655457, -2.370328, 19.171830], [1.894383, -2.991526, 21.200064], [4.918875, -0.750976, 21.024461], [5.826006, -1.090988, 21.020671], [4.603009, -0.949255, 20.135338], [3.287273, -8.559863, 21.069142], [3.516846, -7.636562, 20.918559], [2.711062, -8.789765, 20.334432], [-0.057373, -1.097383, 20.579455], [0.539549, -1.792088, 20.903444], [-0.140080, -0.453451, 21.285922], [7.175438, -2.017075, 19.826312], [7.753622, -2.611064, 20.316279], [7.251664, -2.295002, 18.904672], [6.164202, -5.848245, 12.769720], [5.535955, -4.661400, 13.441949], [4.709446, -3.997901, 12.493219], [5.183986, -6.742687, 12.248915], [6.809408, -6.389831, 13.454238], [6.733025, -5.466427, 11.908929], [6.325293, -4.020613, 13.855505], [4.927101, -4.969914, 14.302157], [4.248053, -3.302674, 12.975877], [4.392456, -6.218645, 12.079783], [-1.799883, -5.260921, 19.521975], [-1.497018, -4.642044, 20.874059], [-2.672056, -4.244957, 21.544799], [-2.510716, -4.326849, 18.716831], [-2.439890, -6.132820, 19.651998], [-0.839946, -5.523769, 19.063901], [-0.847201, -3.765093, 20.702887], [-0.892586, -5.301804, 21.501844], [-3.229893, -3.802310, 20.894667], [-1.865677, -3.786676, 18.234789], [1.102957, -6.733830, 23.007550], [1.862334, -7.514324, 24.069504], [1.308190, -8.810220, 24.247577], [1.421759, -5.357417, 23.105421], [0.028787, -6.859651, 23.220930], [1.321500, -7.114911, 22.010712], [1.786267, -6.969516, 25.019068], [2.917638, -7.556342, 23.808225], [0.357820, -8.678590, 24.321283], [1.552989, -4.964623, 22.233728], [4.095150, -7.481651, 16.487396], [5.159859, -6.970638, 17.443022], [5.764281, -5.787284, 16.937845], [3.733169, -8.790852, 16.961253], [4.462823, -7.588939, 15.463900], [3.198736, -6.850245, 16.494715], [5.892343, -7.772618, 17.560125], [4.652803, -6.784456, 18.391147], [5.438626, -5.095750, 17.522582], [3.100248, -9.176671, 16.350063], [4.186590, -4.231745, 24.667138], [4.618668, -2.880881, 24.141658], [4.692271, -2.938365, 22.705277], [2.855933, -4.242662, 25.198417], [4.849297, -4.562866, 25.467934], [4.237303, -4.951568, 23.843839], [5.627210, -2.679027, 24.530155], [3.942415, -2.067177, 24.397119], [4.503780, -2.083540, 22.287653], [2.306027, -4.432849, 24.418729], [-0.357416, -1.395828, 17.012997], [0.100651, -0.034362, 17.477941], [-0.914345, 0.666482, 18.151843], [-0.767476, -2.231521, 18.089923], [0.357938, -1.954131, 16.407333], [-1.235660, -1.269235, 16.355036], [0.544694, 0.523665, 16.643276], [0.941331, -0.199689, 18.165597], [-1.752679, 0.415561, 17.750119], [-0.593752, -1.806659, 18.942903], [0.439897, -4.293240, 14.717030], [0.714276, -4.790688, 16.118861], [-0.020497, -5.992154, 16.436199], [-0.917234, -3.913355, 14.521094], [0.720429, -5.078059, 14.004457], [1.075461, -3.423803, 14.546081], [0.421846, -4.048343, 16.869837], [1.772153, -5.004551, 16.239264], [-0.927966, -5.765782, 16.659390], [-1.451162, -4.649137, 14.839627], [8.574010, 2.748166, 19.121862], [7.913070, 1.425030, 19.425135], [8.247726, 0.538838, 18.388784], [8.100038, 3.769259, 19.999376], [8.347477, 3.012633, 18.084725], [9.655216, 2.655151, 19.225811], [6.835402, 1.611279, 19.514598], [8.269773, 1.070681, 20.400114], [7.817684, -0.301433, 18.584793], [7.408402, 4.260411, 19.551836]], "atomic_forces_ev_per_a": [[0.0, 0.0, -0.4], [0.1, 0.0, 0.4], [-0.1, -0.4, 0.2], [0.4, 0.3, -0.1], [0.0, -0.3, -0.1], [-0.6, 0.1, 0.4], [0.3, 0.0, -0.2], [0.3, 0.3, -0.2], [-1.0, -0.1, 0.0], [0.5, 0.0, 0.0], [0.1, -0.8, -0.1], [0.2, 0.6, -0.2], [-0.2, 0.2, 0.2], [0.0, 0.1, 0.1], [-0.1, 0.0, -0.3], [0.0, 0.0, 0.0], [0.0, -0.1, 0.1], [-0.1, 0.1, -0.1], [0.1, 0.0, -0.1], [-0.1, -0.2, -0.2], [0.1, 0.2, 0.2], [-0.1, 0.0, 0.0], [0.4, 0.0, -0.1], [0.0, 0.0, 0.0], [-0.3, -0.1, 0.0], [-0.4, 0.3, -0.9], [-0.1, 0.0, 0.7], [0.2, 0.0, 0.0], [-0.1, -0.2, 0.4], [0.1, -0.1, 0.1], [0.3, -0.1, 0.3], [0.0, 0.1, -0.2], [0.1, -0.2, -0.1], [-0.1, 0.1, 0.0], [0.1, 0.1, -0.1], [0.3, 0.4, 0.3], [0.5, 0.6, -0.4], [-0.1, -0.3, 0.3], [-0.1, -0.4, -0.3], [0.1, -0.1, -0.1], [-0.1, -0.3, -0.1], [-0.2, -0.1, 0.0], [-0.4, -0.2, 0.1], [0.1, 0.0, -0.1], [0.0, 0.4, 0.3], [-0.2, 0.0, 0.2], [-0.3, 0.6, 0.4], [0.3, -0.1, -0.3], [0.0, 0.2, 0.0], [0.0, 0.0, -0.2], [0.0, -0.1, 0.0], [0.1, 0.2, -0.1], [0.0, -0.5, 0.0], [0.0, -0.1, 0.1], [0.1, -0.1, 0.0], [-0.4, -0.8, -0.1], [-0.6, -0.4, -0.4], [-0.1, 0.0, 0.3], [0.1, 0.1, 0.2], [0.2, 0.4, 0.0], [0.2, 0.2, 0.0], [0.1, 0.2, 0.1], [0.3, -0.1, 0.2], [0.1, 0.2, -0.1], [0.0, 0.1, 0.0], [-0.8, -0.2, 0.5], [0.6, 0.2, -1.1], [0.0, -0.4, 0.1], [0.5, 0.1, -0.5], [0.0, 0.0, 0.0], [0.2, 0.0, 0.0], [-0.1, 0.3, 0.0], [-0.1, -0.2, 0.5], [0.1, 0.0, 0.2], [-0.3, -0.1, 0.3], [-0.9, -0.2, -0.3], [1.2, -0.7, 0.0], [-0.1, 0.2, 0.0], [0.1, -0.3, -0.2], [0.4, 0.4, 0.1], [0.1, 0.0, 0.1], [-0.4, 0.1, -0.1], [-0.3, 0.2, 0.2], [0.0, 0.1, 0.0], [0.0, 0.3, 0.2], [0.2, -0.2, 0.1], [-0.8, -0.1, 0.6], [0.3, -0.1, -0.4], [0.1, 0.0, 0.2], [0.0, 0.1, 0.0], [-0.1, 0.1, -0.1], [0.3, 0.2, -0.2], [0.0, -0.2, 0.0], [0.0, 0.1, 0.1], [-0.1, 0.0, -0.2], [-0.2, 0.2, -0.3], [-0.1, 0.4, 0.5], [-0.1, -0.3, -0.1], [0.3, 0.0, 0.1], [0.1, -0.1, 0.0], [0.0, 0.2, 0.0], [0.0, -0.2, -0.1], [-0.1, -0.1, 0.0], [0.1, 0.0, 0.0], [0.0, -0.1, 0.0]], "e_lumo_ha": 0.0705, "e_tot_ev": -79660.8888, "relative_energy_ev": 0.0000, "charge": -1, "homo_ev": -7.48}